Formula: C25H44O2P2Pt
Source: OMol25
Level of theory: the ωB97M-V functional and the def2-TZVPD basis

Each line ends with the Löwdin charge.
Geometry (Å):
Pt1 2.6676 0.1477 -2.7046  0.368
C1 -1.3152 0.2952 0.0030  -0.147
C2 -0.4501 1.2305 -0.6114  -0.056
C3 -0.4563 -0.6922 -1.9113  -0.181
C4 -1.2768 -0.8708 -0.7961  -0.153
C5 0.1255 0.6543 -1.9122  -0.138
C6 -2.2602 0.5270 1.1034  0.009
H1 -2.2373 1.5431 1.4462  0.090
H2 -2.0889 -0.0964 1.9736  0.095
H3 -3.3055 0.2981 0.8864  0.112
C7 -2.2631 -1.9898 -0.7574  -0.001
H4 -2.9738 -1.7880 0.0358  0.081
H5 -1.9104 -3.0149 -0.5310  0.098
H6 -2.8499 -2.0797 -1.6954  0.117
C8 -0.1970 -1.5478 -3.0214  -0.019
H7 -1.0774 -1.6254 -3.6569  0.122
H8 0.0082 -2.5975 -2.7154  0.125
H9 0.6550 -1.2345 -3.6836  0.085
C9 0.3661 1.5727 -3.0580  -0.065
H10 -0.5016 1.9103 -3.6327  0.126
H11 0.9783 1.0318 -3.7787  0.034
H12 0.9061 2.4753 -2.8070  0.087
C10 -0.0533 2.4866 0.0874  0.001
H13 -0.6614 3.3614 0.0289  0.114
H14 0.8717 2.7773 -0.3850  0.040
H15 0.2078 2.3600 1.1380  0.065
C11 2.0627 -0.2118 1.1854  -0.108
C12 1.2842 0.2716 2.1000  -0.144
C13 1.5306 1.5523 2.8043  -0.157
C14 2.4232 2.7623 2.2452  -0.128
C15 2.7751 2.9749 0.8055  -0.098
C16 3.6942 2.3129 0.0003  -0.068
C17 4.2812 0.9823 0.5419  -0.284
C18 3.5293 -0.0049 1.4745  -0.185
H16 2.1291 1.1552 3.6336  0.124
H17 3.3577 2.7767 2.7774  0.115
H18 0.5083 1.9261 3.0053  0.118
H19 3.6311 0.4311 2.4951  0.113
H20 1.8178 -1.1058 0.5938  0.101
H21 0.2382 -0.0529 2.0846  0.095
H22 4.0825 -0.9702 1.6170  0.112
H23 4.5267 0.3928 -0.3822  -0.007
H24 4.4450 2.8535 -0.5702  0.092
H25 5.2034 1.1535 1.1167  0.050
H26 1.7651 3.5932 2.4395  0.112
H27 2.0850 3.5247 0.1282  0.092
P1 6.3186 -0.6440 0.1411  1.051
P2 4.6908 0.6029 -3.0569  0.650
C19 7.2439 -0.0162 -1.3360  -0.377
C20 6.4869 -0.2812 -2.6214  -0.375
H28 8.2539 -0.5307 -1.4164  0.134
H29 7.5122 1.0622 -1.2114  0.094
H30 7.2326 -0.0710 -3.4218  0.095
H31 6.1760 -1.3354 -2.6029  0.062
C21 5.1655 -0.2385 -4.6503  -0.333
H32 4.4499 -0.0501 -5.4605  0.042
H33 5.1387 -1.3248 -4.4361  0.047
H34 6.1574 -0.0344 -5.0471  0.045
C22 5.4113 2.3442 -3.3932  -0.234
H35 6.3681 2.3760 -3.9436  0.062
H36 5.5375 2.9116 -2.4615  0.015
H37 4.6529 2.8807 -3.9730  0.039
C23 6.8393 -2.3787 0.3643  -0.211
H38 6.1582 -2.8569 1.1007  0.060
H39 7.8794 -2.4699 0.7477  0.079
H40 6.7593 -2.9845 -0.5581  0.065
C24 7.3196 0.3304 1.3414  -0.218
H41 7.7306 1.2594 0.8492  0.077
H42 8.1875 -0.2524 1.7463  0.080
H43 6.6720 0.6422 2.2094  0.066
O1 -1.1083 -2.5261 3.2359  0.024
C25 -0.3760 -3.1664 2.4227  -0.367
O2 -0.0470 -2.8658 1.2131  0.177
H44 0.0986 -4.1818 2.7757  0.202

spin multiplicity: 5
energy above the lowest of the compared OMol25 structures with the same formula, charge and spin: 596.5 kJ/mol
E_tot: -52530.528 eV
gap between HOMO and LUMO (alpha / beta): 8.3 / 5.0 eV
charge: +2

---

Formula: C25H44OP2Pr
Source: OMol25
Level of theory: the ωB97M-V functional and the def2-TZVPD basis

Each line ends with the Löwdin charge.
Geometry (Å):
Pr1 -0.1045 0.2083 2.2638  0.986
C1 -0.8512 -2.2415 3.3281  -0.300
C2 0.4528 -2.5586 2.8531  -0.272
C3 0.6772 -0.9777 4.5249  -0.318
C4 -0.7233 -1.2821 4.3780  -0.317
C5 1.3907 -1.7610 3.5686  -0.299
C6 -2.1284 -2.7686 2.7723  -0.036
H1 -1.9995 -3.0960 1.7362  0.067
H2 -2.9134 -2.0043 2.7743  0.076
H3 -2.5279 -3.6310 3.3252  0.099
C7 -1.8428 -0.5959 5.0735  -0.030
H4 -2.8189 -0.9335 4.6883  0.085
H5 -1.8179 0.4962 4.9305  0.066
H6 -1.8397 -0.7716 6.1554  0.098
C8 1.2781 0.0364 5.4294  -0.029
H7 1.3765 -0.3233 6.4644  0.100
H8 0.6946 0.9685 5.4698  0.073
H9 2.2870 0.3181 5.0981  0.081
C9 2.8568 -1.7203 3.3272  -0.036
H10 3.4280 -2.3617 4.0141  0.100
H11 3.2551 -0.7060 3.4401  0.074
H12 3.0990 -2.0523 2.3127  0.069
C10 0.7833 -3.4844 1.7359  -0.029
H13 1.0472 -4.4881 2.0915  0.098
H14 1.6378 -3.1243 1.1567  0.066
H15 -0.0589 -3.6057 1.0507  0.068
C11 -1.7182 1.2038 -4.5441  -0.101
C12 -1.7929 -0.1274 -4.5884  -0.152
C13 -0.9940 -1.0729 -5.4323  -0.175
C14 0.3910 -0.5666 -5.8904  -0.191
C15 1.3006 -0.0930 -4.7868  -0.098
C16 1.3543 1.1232 -4.2457  -0.147
C17 0.5786 2.3407 -4.6634  -0.179
C18 -0.7868 2.0781 -5.3322  -0.194
H16 -1.5704 -1.3334 -6.3401  0.127
H17 0.2535 0.2016 -6.6592  0.099
H18 -0.8714 -2.0214 -4.8814  0.113
H19 -0.6259 1.6803 -6.3402  0.099
H20 -2.4719 1.7617 -3.9666  0.104
H21 -2.6184 -0.6170 -4.0519  0.100
H22 -1.2801 3.0545 -5.4685  0.118
H23 0.4331 2.9803 -3.7767  0.106
H24 2.1429 1.3416 -3.5093  0.087
H25 1.1745 2.9476 -5.3711  0.126
H26 0.8886 -1.4102 -6.3968  0.117
H27 2.0542 -0.8436 -4.4977  0.108
P1 -1.3340 -0.0228 -0.3002  0.776
C19 -2.8472 0.9750 -0.4024  -0.236
C20 -1.5359 -1.3543 -1.5106  -0.247
P2 1.6975 0.6037 0.0777  0.774
C21 0.1567 0.9079 -0.9603  -0.461
C22 2.6639 -0.4656 -1.0218  -0.250
C23 2.6911 2.1123 0.2581  -0.243
H28 -2.7847 1.7834 0.3424  0.046
H29 -3.6876 0.3242 -0.1318  0.060
H30 -2.9971 1.3965 -1.4063  0.049
H31 -1.6331 -0.9297 -2.5255  0.002
H32 -2.4507 -1.9228 -1.2605  0.065
H33 -0.6749 -2.0447 -1.4931  0.056
H34 2.9189 2.5648 -0.7170  0.059
H35 3.6195 1.8346 0.7728  0.058
H36 2.1443 2.8268 0.8897  0.046
H37 -0.0617 1.9919 -1.0030  0.077
H38 0.3683 0.5733 -1.9839  0.025
H39 3.6488 -0.6289 -0.5502  0.059
H40 2.7861 0.0043 -2.0190  0.035
H41 2.1686 -1.4448 -1.1299  0.051
C24 -0.9728 3.7019 4.2067  -0.068
C25 -0.6670 2.5723 3.2375  -0.378
O1 -0.5533 2.6236 2.0109  -0.204
H42 -1.9695 4.1370 4.0229  0.087
H43 -0.9518 3.2048 5.2079  0.071
H44 -0.2213 4.5077 4.1685  0.086

spin multiplicity: 3
energy above the lowest of the compared OMol25 structures with the same formula, charge and spin: 0.0 kJ/mol
E_tot: -61326.198 eV
gap between HOMO and LUMO (alpha / beta): 7.2 / 7.3 eV
charge: +1

---

Formula: C25H45AlBr3ClFInMgN4O10P
Source: OMol25
Level of theory: the ωB97M-V functional and the def2-TZVPD basis

Each line ends with the Löwdin charge.
Geometry (Å):
C1 -1.6484 3.0745 4.2361  -0.335
C2 -2.8377 3.6796 4.8818  -0.491
F1 -3.3482 2.7434 5.7716  -0.068
C3 -3.7874 3.8943 3.7259  -0.266
In1 -4.9269 1.9876 3.3744  0.349
H1 -1.0112 2.5612 5.0525  -0.033
H2 -1.0126 3.7922 3.7548  -0.009
H3 -2.0215 2.2915 3.5366  -0.164
H4 -2.6593 4.5465 5.5082  0.142
H5 -3.2449 4.2266 2.8438  0.035
H6 -4.4577 4.6997 4.0085  0.041
H7 -4.5508 0.7034 4.5378  -0.051
H8 -4.4520 1.3993 1.7307  -0.139
H9 -6.6376 2.3463 3.5623  -0.099
Al1 -2.3834 1.2259 2.0575  0.684
Br1 -3.3363 -0.8084 -1.1696  0.636
C4 -2.9570 0.1699 -2.7988  -0.654
C5 -1.8682 1.1635 -2.4869  -0.646
Br2 -2.6203 2.6581 -1.4645  0.634
H10 -3.8820 0.6213 -3.1382  0.059
H11 -2.6361 -0.5643 -3.5339  0.067
H12 -1.4467 1.6028 -3.3868  0.057
H13 -1.0696 0.7350 -1.8920  0.046
N1 -1.8282 7.4557 2.8143  -0.052
C6 -2.5598 7.6176 1.7089  -0.100
C7 -3.7711 8.2898 1.6870  -0.004
C8 -4.2632 8.8252 2.8658  -0.007
C9 -3.5280 8.6722 4.0319  -0.019
C10 -2.3376 7.9892 3.9481  -0.270
H14 -2.1470 7.1808 0.8081  0.128
H15 -4.3166 8.3894 0.7605  0.127
H16 -5.2057 9.3545 2.8782  0.130
H17 -3.8724 9.0720 4.9747  0.129
H18 -1.7221 7.8406 4.8431  0.042
N2 0.1200 4.3203 -2.1746  -0.506
O1 0.9794 3.6788 -1.3323  -0.317
O2 -0.2862 3.7413 -3.1414  0.073
O3 -0.1098 5.4696 -1.9028  0.114
C11 -2.9764 -6.5912 1.2023  -0.007
C12 -3.4884 -5.5291 0.2581  -0.559
O4 -4.0370 -5.8041 -0.7940  0.031
N3 -3.3151 -4.2270 0.6184  0.006
C13 -2.6869 -3.7010 1.8155  -0.077
H19 -3.1865 -7.5662 0.7775  0.084
H20 -1.8986 -6.4945 1.3386  0.084
H21 -3.4758 -6.5166 2.1685  0.086
H22 -3.6799 -3.5752 -0.0555  0.082
H23 -3.4064 -3.0905 2.3660  0.084
H24 -1.8392 -3.0706 1.5336  0.077
H25 -2.3351 -4.4976 2.4600  0.074
Br3 0.9089 2.9273 4.6693  0.265
Mg1 0.0391 8.1877 3.7787  0.965
Cl1 1.0217 2.3664 0.1794  0.587
O5 6.2592 -1.4093 0.9650  -0.217
P1 5.4214 -1.7475 -0.1945  0.493
O6 5.9968 -0.9104 -1.4600  -0.181
C14 7.4034 -0.7666 -1.6823  -0.273
C15 7.9407 -1.8254 -2.6248  -0.074
O7 4.0424 -0.9460 0.1139  -0.205
C16 3.7670 -0.4390 1.4155  -0.290
C17 4.1788 1.0166 1.5304  -0.077
O8 4.5608 -2.8190 -1.0263  -0.172
C18 5.1855 -3.9361 -1.6757  -0.262
C19 6.1220 -4.7090 -0.7708  -0.079
H26 7.9532 -0.7802 -0.7401  0.109
H27 7.5456 0.2187 -2.1266  0.118
H28 7.8918 -2.8170 -2.1684  0.060
H29 8.9830 -1.6239 -2.8704  0.082
H30 7.3641 -1.8518 -3.5496  0.082
H31 4.2518 -1.0426 2.1805  0.106
H32 2.6887 -0.5337 1.5697  0.109
H33 5.1789 1.1858 1.1363  0.079
H34 4.1472 1.3503 2.5690  0.077
H35 3.5023 1.6414 0.9430  0.009
H36 5.6902 -3.5962 -2.5834  0.106
H37 4.3776 -4.5913 -2.0006  0.118
H38 6.8964 -4.0608 -0.3450  0.067
H39 6.6126 -5.5077 -1.3251  0.087
H40 5.5732 -5.1515 0.0608  0.086
C20 -1.4178 -4.8147 -3.1597  -0.064
C21 -2.3346 -4.5291 -4.1590  -0.059
C22 -1.9048 -4.3359 -5.4605  -0.005
C23 -0.5560 -4.4367 -5.7394  -0.150
C24 0.3714 -4.7142 -4.7557  -0.007
C25 -0.0656 -4.9037 -3.4557  -0.063
N4 -0.0950 -4.2540 -7.1258  -0.359
O9 -0.9281 -3.9909 -7.9643  0.081
O10 1.0901 -4.3786 -7.3446  0.080
H41 -1.7613 -4.9705 -2.1455  0.092
H42 -3.3869 -4.4611 -3.9213  0.112
H43 -2.6161 -4.1138 -6.2408  0.119
H44 1.4218 -4.7850 -4.9919  0.117
H45 0.6479 -5.1242 -2.6743  0.105

energy above the lowest of the compared OMol25 structures with the same formula, charge and spin: 0.0 kJ/mol
E_tot: -304938.525 eV
gap between HOMO and LUMO: 2.5 eV
charge: +1